Density functional theory data (ωB97M-V with the def2-TZVPD basis set) for H12NaO6 as an isolated structure at a distorted geometry.

```
19
H12NaO6 | OMol25 | ωB97M-V with the def2-TZVPD basis set
Na 0.173 -0.047 -0.127
O -0.200 -1.175 1.259
H -0.629 -0.782 2.019
H -0.910 -1.592 0.772
O 1.843 1.096 -0.670
H 2.396 1.876 -0.620
H 2.225 0.490 -0.035
O -1.400 -0.947 -0.648
H -1.445 -1.814 -1.051
H -2.196 -0.504 -0.942
O 0.701 0.982 1.676
H 1.616 0.912 1.949
H 0.231 0.381 2.254
O 0.593 -0.467 -1.898
H 1.250 -1.161 -1.856
H -0.131 -0.851 -2.393
O -1.030 1.119 0.274
H -1.908 0.920 0.598
H -1.177 1.563 -0.561
```

**Maximum force**: 7.8 eV/Å
**E_tot**: -16886.199 eV
**Charge**: +1

Löwdin atomic charge list, values in e, 6 entries: number 1, Na, carries 0.13; number 2, O, carries -0.04; number 3, H, carries 0.08; number 4, H, carries 0.06; number 5, O, carries -0.01; number 6, H, carries 0.10



Density functional theory data (ωB97M-V with the def2-TZVPD basis set) for C2H5NOS as an isolated structure at a distorted geometry.

```
10
C2H5NOS | OMol25 | ωB97M-V with the def2-TZVPD basis set
C 0.708 0.061 -0.155
C -0.349 -1.095 0.103
H -0.445 2.329 -0.189
H 1.457 1.820 -0.534
H 0.039 -2.213 -0.685
H -0.061 -1.482 1.231
H -2.376 0.160 0.577
N 0.423 1.392 0.089
O -1.698 -0.467 -0.334
S 2.302 -0.504 -0.103
```

**Maximum force**: 7.1 eV/Å
**E_tot**: -16521.151 eV

Löwdin atomic charge list, values in e, 6 entries: number 1, C, carries -0.95; number 2, C, carries -0.28; number 3, H, carries 0.24; number 4, H, carries 0.18; number 5, H, carries 0.20; number 6, H, carries 0.13



Density functional theory data (ωB97M-V with the def2-TZVPD basis set) for C73H112F25N23O31S11 as an isolated structure at a distorted geometry.

```
275
C73H112F25N23O31S11 | OMol25 | ωB97M-V with the def2-TZVPD basis set
C 0.857 0.480 -0.763
C 0.273 -0.772 -1.045
C -0.335 -1.585 0.135
O -0.738 -2.689 -0.112
C -0.337 -1.030 1.405
C 0.339 0.169 1.726
C 0.897 0.990 0.576
O 1.334 2.175 0.794
O 0.452 0.581 2.883
O 0.260 -1.215 -2.184
H 1.195 1.081 -1.553
H -0.807 -1.610 2.210
C 1.249 7.950 -5.362
C -0.256 7.646 -5.291
N -0.531 6.698 -4.246
C -1.525 5.734 -4.142
C -1.383 5.022 -3.017
N -0.376 5.640 -2.366
C 0.208 6.563 -3.102
C 0.419 5.111 -1.191
H 1.472 8.680 -4.581
H 1.630 8.400 -6.281
H 1.873 7.108 -5.114
H -0.474 7.118 -6.189
H -0.978 8.502 -5.291
H -2.370 5.699 -4.850
H -1.974 4.196 -2.583
H 1.053 7.112 -2.749
H -0.266 4.627 -0.483
H 0.846 6.047 -0.818
H 1.157 4.407 -1.479
C 6.692 -7.048 -3.755
C 5.678 -6.014 -4.146
N 5.337 -5.061 -3.011
C 6.151 -4.527 -2.061
C 5.445 -3.705 -1.255
N 4.224 -3.618 -1.838
C 4.144 -4.496 -2.865
C 3.101 -2.773 -1.439
H 6.146 -7.576 -2.996
H 7.572 -6.615 -3.260
H 6.933 -7.659 -4.591
H 4.731 -6.467 -4.374
H 5.953 -5.361 -4.989
H 7.239 -4.728 -1.948
H 5.664 -3.182 -0.338
H 3.288 -4.622 -3.508
H 3.251 -1.743 -1.708
H 2.906 -2.803 -0.351
H 2.294 -3.021 -2.106
C -2.990 -0.401 -1.568
C -4.238 -1.355 -1.437
N -4.528 -1.417 0.022
C -3.602 -1.631 1.011
C -4.234 -1.634 2.212
N -5.535 -1.264 1.944
C -5.655 -1.148 0.664
C -6.605 -1.018 2.863
H -2.142 -1.036 -1.288
H -3.112 0.440 -0.928
H -2.927 -0.182 -2.593
H -4.058 -2.406 -1.744
H -5.093 -0.992 -1.979
H -2.589 -1.901 0.778
H -3.800 -1.802 3.186
H -6.463 -0.838 0.057
H -7.461 -0.977 2.188
H -6.512 0.004 3.331
H -6.704 -1.797 3.633
C 3.905 5.292 1.284
C 2.708 5.441 2.231
N 2.808 4.553 3.430
C 2.347 3.256 3.429
C 2.563 2.702 4.623
N 3.257 3.658 5.324
C 3.345 4.769 4.625
C 3.932 3.463 6.627
H 3.977 4.274 0.911
H 4.883 5.564 1.769
H 3.802 5.943 0.434
H 1.785 5.090 1.752
H 2.465 6.389 2.657
H 1.850 2.837 2.566
H 2.331 1.724 4.969
H 3.839 5.664 4.891
H 4.988 3.572 6.444
H 3.514 2.515 7.093
H 3.589 4.260 7.281
C -3.163 -5.236 -1.636
C -2.780 -5.223 -0.162
N -2.024 -6.417 0.276
C -0.696 -6.647 0.223
C -0.424 -7.865 0.798
N -1.686 -8.314 1.161
C -2.618 -7.464 0.828
C -2.037 -9.652 1.742
H -3.956 -5.897 -1.938
H -2.423 -5.528 -2.389
H -3.445 -4.259 -1.968
H -3.675 -5.231 0.481
H -2.163 -4.318 0.039
H 0.024 -5.989 -0.249
H 0.470 -8.379 1.053
H -3.642 -7.498 1.116
H -2.260 -9.644 2.777
H -1.246 -10.340 1.460
H -2.916 -9.970 1.194
C 3.177 4.680 -7.176
C 3.292 3.241 -6.782
N 2.019 2.679 -6.381
C 0.949 2.610 -7.286
C -0.115 2.268 -6.534
N 0.351 1.891 -5.325
C 1.679 2.187 -5.252
C -0.428 1.145 -4.373
H 2.697 5.240 -6.396
H 2.466 4.766 -8.026
H 4.158 5.157 -7.315
H 3.982 3.141 -5.993
H 3.656 2.723 -7.654
H 1.064 2.904 -8.339
H -1.092 1.999 -6.922
H 2.289 2.066 -4.410
H -1.171 1.847 -4.091
H 0.137 0.781 -3.519
H -0.919 0.271 -4.784
C -0.815 1.714 9.871
C -0.920 0.418 9.202
N -1.140 0.712 7.733
C -0.459 1.623 6.970
C -0.630 1.387 5.649
N -1.486 0.276 5.601
C -1.712 -0.118 6.846
C -1.905 -0.387 4.384
H -0.532 1.536 10.910
H -1.659 2.411 9.729
H -0.002 2.287 9.402
H -1.786 -0.124 9.562
H -0.044 -0.200 9.282
H 0.133 2.507 7.241
H -0.227 1.840 4.769
H -2.277 -1.007 7.181
H -1.479 -1.387 4.366
H -1.571 0.253 3.595
H -2.986 -0.406 4.427
C -0.504 -4.001 -3.849
C 0.664 -3.283 -4.471
N 0.760 -3.286 -5.930
C 1.326 -2.354 -6.707
C 1.164 -2.819 -8.015
N 0.453 -4.003 -7.938
C 0.252 -4.269 -6.657
C 0.389 -4.979 -9.035
H -1.476 -3.479 -4.169
H -0.315 -4.002 -2.777
H -0.505 -5.004 -4.264
H 1.543 -3.789 -4.057
H 0.730 -2.218 -4.163
H 1.822 -1.521 -6.261
H 1.753 -2.555 -8.900
H -0.130 -5.167 -6.294
H -0.643 -5.087 -9.394
H 0.801 -5.939 -8.613
H 1.078 -4.588 -9.780
C -1.486 5.399 5.452
C -2.285 6.050 4.240
N -2.362 5.080 3.096
C -1.338 4.361 2.476
C -1.939 3.553 1.568
N -3.294 3.673 1.723
C -3.522 4.591 2.626
C -4.385 2.830 1.122
H -0.415 5.428 5.280
H -1.862 4.406 5.592
H -1.620 5.862 6.420
H -1.605 6.879 3.944
H -3.332 6.349 4.406
H -0.316 4.494 2.593
H -1.513 2.864 0.883
H -4.517 4.959 2.943
H -5.386 3.319 1.194
H -4.370 1.828 1.542
H -4.116 2.836 0.068
C 4.511 0.027 0.965
C 4.466 -0.314 2.411
N 3.789 -1.631 2.754
C 4.301 -2.893 2.410
C 3.292 -3.758 2.632
N 2.186 -2.994 2.988
C 2.505 -1.714 3.115
C 0.895 -3.584 3.281
H 3.544 0.036 0.482
H 5.138 -0.714 0.456
H 4.846 1.037 0.836
H 3.979 0.555 3.071
H 5.471 -0.427 2.838
H 5.308 -2.934 1.983
H 3.373 -4.803 2.429
H 1.851 -0.923 3.429
H 1.112 -4.624 3.562
H 0.346 -3.607 2.360
H 0.347 -3.052 4.070
N 2.042 -6.466 -3.817
S 2.037 -7.026 -5.188
O 2.368 -8.435 -5.197
O 2.548 -6.072 -6.158
F 0.442 -6.907 -5.438
S 1.602 -7.268 -2.477
O 1.481 -6.284 -1.496
O 2.196 -8.560 -2.277
F -0.001 -7.539 -2.893
N -0.292 8.100 -0.454
S -0.864 8.019 1.106
O -1.626 9.165 1.576
O 0.120 7.398 2.053
F -1.984 6.883 0.852
S -0.633 9.309 -1.389
O 0.494 9.752 -2.114
O -1.567 10.243 -0.883
F -1.514 8.594 -2.561
C -5.141 3.063 -2.599
F -3.828 2.507 -2.505
F -5.196 4.093 -1.734
F -5.336 3.574 -3.825
S -6.351 1.740 -2.231
O -6.091 0.855 -3.321
O -5.828 1.273 -0.935
O -7.621 2.386 -2.166
C 4.667 4.428 -2.713
F 4.128 3.866 -1.618
F 5.677 5.234 -2.301
F 5.095 3.442 -3.556
S 3.386 5.514 -3.485
O 3.084 6.553 -2.456
O 4.070 5.900 -4.700
O 2.252 4.676 -3.755
C 5.241 -0.226 -4.256
F 4.510 0.867 -4.484
F 6.524 -0.105 -4.757
F 5.388 -0.448 -2.923
S 4.478 -1.667 -4.986
O 4.478 -1.197 -6.379
O 5.306 -2.843 -4.633
O 3.170 -1.673 -4.400
C 4.441 -1.348 7.398
F 5.024 -2.153 6.498
F 4.511 -2.036 8.522
F 5.171 -0.259 7.535
S 2.739 -0.978 6.902
O 2.192 -0.151 7.979
O 2.872 -0.291 5.584
O 2.142 -2.279 6.750
C -4.858 3.050 6.592
F -4.432 4.288 6.710
F -4.278 2.252 7.553
F -6.190 3.039 6.808
S -4.489 2.332 4.936
O -5.460 3.048 4.120
O -3.140 2.721 4.734
O -4.617 0.862 4.993
C -7.131 -4.650 0.457
F -8.335 -4.777 0.135
F -6.400 -5.570 -0.368
F -6.691 -3.434 0.208
S -6.836 -5.161 2.170
O -7.681 -4.228 2.901
O -7.210 -6.532 2.163
N -5.274 -4.789 2.229
S -4.517 -5.361 3.436
O -5.291 -6.226 4.301
O -3.228 -5.857 3.042
C -4.175 -3.949 4.586
F -3.757 -4.508 5.726
F -3.180 -3.256 4.003
F -5.179 -3.104 4.844
```

**Maximum force**: 5.0 eV/Å
**E_tot**: -362383.305 eV

Löwdin atomic charge list, values in e, 6 entries: number 1, C, carries 0.01; number 2, C, carries -0.40; number 3, C, carries -0.45; number 4, O, carries 0.00; number 5, C, carries -0.02; number 6, C, carries -0.39



Density functional theory data (ωB97M-V with the def2-TZVPD basis set) for C25H33B2F4N10O5RbS as an isolated structure at a distorted geometry.

```
81
C25H33B2F4N10O5RbS | OMol25 | ωB97M-V with the def2-TZVPD basis set
Rb -1.434 0.012 -0.668
C -6.318 1.936 -0.417
C -4.880 1.635 -0.137
N -3.932 1.641 -1.003
O -4.294 2.012 -2.236
B -3.268 1.704 -3.306
F -2.913 0.339 -3.174
F -3.898 1.960 -4.500
O -2.094 2.602 -3.223
N -1.265 2.294 -2.166
C -1.228 3.148 -1.224
C -1.997 4.427 -1.136
C -0.442 2.677 -0.031
N -1.130 2.656 1.046
O -0.581 2.059 2.120
B -1.543 1.920 3.224
F -2.127 3.090 3.619
F -0.978 1.179 4.219
O -2.661 0.992 2.626
N -3.208 1.392 1.528
C -4.448 1.305 1.238
C -5.444 0.884 2.274
C 0.943 2.117 -0.159
H -6.435 2.155 -1.473
H -6.664 2.793 0.163
H -6.950 1.083 -0.160
H -2.657 4.521 -1.993
H -1.310 5.276 -1.107
H -2.572 4.437 -0.210
H -5.008 0.911 3.268
H -5.774 -0.135 2.056
H -6.317 1.533 2.237
H 0.936 1.300 -0.885
H 1.283 1.752 0.807
H 1.630 2.882 -0.525
N -3.689 -3.467 -3.336
C -2.579 -2.942 -2.804
S -2.289 -2.930 -1.159
N -1.675 -2.574 -3.768
N -0.846 -1.604 -3.601
C -0.221 -1.120 -4.612
C 0.894 -0.181 -4.475
C 1.342 0.452 -5.629
C 2.431 1.302 -5.548
C 3.045 1.464 -4.321
C 2.531 0.776 -3.227
N 1.473 -0.020 -3.279
H -4.425 -3.741 -2.710
H -3.866 -3.385 -4.323
H -0.542 -1.385 -5.619
H 0.837 0.277 -6.570
H 2.797 1.816 -6.427
H 3.905 2.107 -4.202
H 3.008 0.878 -2.260
C 6.717 -1.819 1.601
C 5.963 -2.863 2.413
N 4.599 -2.445 2.722
C 4.428 -1.561 3.869
C 4.527 -2.277 5.211
C 3.623 -2.781 1.834
O 3.859 -3.384 0.799
C 2.210 -2.368 2.139
C 1.520 -2.766 3.274
C 0.208 -2.359 3.438
C -0.360 -1.551 2.467
N 0.280 -1.181 1.357
C 1.532 -1.604 1.197
H 7.733 -2.159 1.396
H 6.784 -0.867 2.129
H 6.213 -1.654 0.650
H 6.474 -3.070 3.355
H 5.901 -3.792 1.851
H 3.474 -1.047 3.782
H 5.201 -0.790 3.812
H 3.835 -3.117 5.259
H 4.286 -1.587 6.020
H 5.531 -2.661 5.390
H 1.998 -3.390 4.018
H -0.361 -2.637 4.314
H -1.362 -1.162 2.602
H 2.036 -1.316 0.281
```

**Maximum force**: 1.3 eV/Å
**E_tot**: -75315.152 eV

Löwdin atomic charge list, values in e, 6 entries: number 1, Rb, carries 0.87; number 2, C, carries 0.00; number 3, C, carries -0.25; number 4, N, carries 0.06; number 5, O, carries 0.04; number 6, B, carries -1.11



Density functional theory data (ωB97M-V with the def2-TZVPD basis set) for C43H47IN5O3P2RuS2Se2Si as an isolated structure at a distorted geometry.

```
107
C43H47IN5O3P2RuS2Se2Si | OMol25 | ωB97M-V with the def2-TZVPD basis set
Ru 0.656 -0.042 -1.074
Se -2.036 2.722 -0.534
P -2.808 0.706 -0.186
Se -1.580 -0.927 -0.972
C -3.142 0.558 1.587
C -2.698 -0.517 2.344
C -3.093 -0.617 3.674
C -3.929 0.335 4.234
C -4.367 1.418 3.476
C -3.967 1.533 2.158
C -4.441 0.524 -0.940
C -4.927 1.407 -1.896
C -6.168 1.179 -2.472
C -6.916 0.075 -2.095
C -6.429 -0.807 -1.138
C -5.194 -0.586 -0.556
H -2.059 -1.278 1.906
H -2.752 -1.457 4.263
H -4.248 0.232 5.263
H -5.029 2.156 3.907
H -4.319 2.367 1.560
H -4.339 2.266 -2.194
H -6.549 1.865 -3.216
H -7.881 -0.105 -2.551
H -7.014 -1.668 -0.845
H -4.813 -1.277 0.187
C 0.415 4.741 0.859
C 1.817 4.819 0.305
C 2.229 6.220 -0.101
O 2.016 3.901 -0.811
P 1.207 3.595 -2.120
S 2.321 2.990 -3.541
S -0.156 1.945 -1.856
O 0.342 4.889 -2.328
C -0.572 5.344 -3.385
C -0.376 4.639 -4.707
C -1.990 5.247 -2.868
H 0.360 5.320 1.781
H 0.138 3.707 1.067
H -0.302 5.161 0.151
H 2.529 4.434 1.038
H 1.441 6.716 -0.667
H 3.131 6.192 -0.710
H 2.439 6.806 0.794
H -0.290 6.393 -3.487
H -0.648 3.584 -4.639
H 0.650 4.709 -5.059
H -1.031 5.114 -5.438
H -2.348 4.216 -2.902
H -2.641 5.851 -3.499
H -2.064 5.621 -1.846
N 0.514 1.343 5.353
C 0.232 1.310 4.042
N -0.816 2.026 3.595
N 1.008 0.570 3.283
C 0.825 0.494 1.997
N 0.837 0.369 0.847
H 0.040 1.961 5.985
H 1.354 0.884 5.660
H -1.462 2.455 4.235
H -1.139 1.886 2.650
I 5.887 2.240 0.801
C 4.815 1.181 -0.625
C 5.427 0.638 -1.741
C 4.636 -0.037 -2.656
C 3.279 -0.137 -2.426
N 2.693 0.392 -1.349
C 3.449 1.033 -0.459
H 6.491 0.742 -1.897
H 5.065 -0.481 -3.543
H 2.629 -0.651 -3.123
H 2.941 1.449 0.397
O 1.356 -1.875 -1.026
Si 1.436 -3.297 -0.260
C 3.167 -3.585 0.408
C 4.264 -3.023 -0.248
C 5.562 -3.237 0.190
C 5.793 -4.033 1.303
C 4.721 -4.609 1.968
C 3.425 -4.384 1.525
C 0.988 -4.653 -1.468
C 0.475 -4.354 -2.730
C 0.099 -5.359 -3.613
C 0.228 -6.687 -3.240
C 0.736 -7.008 -1.988
C 1.113 -5.999 -1.115
C 0.258 -3.429 1.204
C 0.591 -2.885 2.450
C -0.216 -3.078 3.562
C -1.393 -3.807 3.444
C -1.768 -4.316 2.210
C -0.944 -4.133 1.106
H 4.095 -2.409 -1.122
H 6.395 -2.790 -0.338
H 6.804 -4.204 1.649
H 4.896 -5.235 2.834
H 2.602 -4.839 2.064
H 0.368 -3.316 -3.025
H -0.294 -5.106 -4.589
H -0.061 -7.474 -3.925
H 0.840 -8.044 -1.695
H 1.516 -6.267 -0.144
H 1.515 -2.326 2.560
H 0.086 -2.685 4.525
H -2.013 -3.984 4.314
H -2.689 -4.877 2.112
H -1.229 -4.571 0.156
```

**Maximum force**: 1.1 eV/Å
**E_tot**: -248449.729 eV
**Charge**: +1

Löwdin atomic charge list, values in e, 6 entries: number 1, Ru, carries 0.62; number 2, Se, carries 0.50; number 3, P, carries 0.30; number 4, Se, carries 0.45; number 5, C, carries -0.44; number 6, C, carries -0.09